DFT (ωB97M-V/def2-TZVPD) results for the ion C2H4O3P with charge -1 in a non-equilibrium geometry.

The geometry in XYZ format:
```
10
Properties=species:S:1:pos:R:3:lowdin_charge:R:1
C 0.95 0.67 -0.14 0.001
O -0.97 -0.73 0.08 -0.358
C 0.34 -0.50 -0.14 -0.576
O 0.95 -1.78 -0.29 -0.007
H 0.08 -2.17 -0.50 0.094
H -2.07 1.30 0.26 -0.118
H 2.09 0.84 -0.19 0.075
P -2.51 0.05 -0.38 0.523
H 0.29 1.45 0.06 -0.005
O -3.41 -0.61 0.60 -0.630
```

Values from the calculation:
HOMO level   -3.19 eV
ΔE to the lowest compared entry with this formula, charge and spin   2.3925 eV
E   -645.7165 hartree
LUMO   4.05 eV
Total charge   -1
SMILES   C=C(O)OP[O-]

***

DFT (ωB97M-V/def2-TZVPD) results for a cluster of 21 separate species, C13H57N3O22S in total in a non-equilibrium geometry.

The geometry in XYZ format:
```
96
Properties=species:S:1:pos:R:3:lowdin_charge:R:1
H 1.77 -4.65 2.52 0.053
O 3.67 -5.08 -0.34 -0.100
C -3.34 1.21 1.67 -0.068
H -3.16 -0.51 -0.35 0.126
H 0.47 -0.75 1.37 0.123
O -3.06 5.29 2.08 -0.114
H -6.12 2.42 3.22 0.074
H 3.41 -2.42 -5.24 0.070
O 3.35 -2.02 -4.32 -0.131
O -0.83 2.65 -0.56 -0.119
C 2.03 -2.16 0.08 -0.087
H -2.89 -1.32 1.11 0.114
H 2.64 6.04 -5.85 0.004
N 0.66 -2.59 0.39 -0.167
H 2.81 8.29 -4.61 0.095
O -6.63 2.05 2.42 -0.119
H -3.52 -3.94 2.54 0.111
O -2.20 0.62 1.02 -0.177
H 3.31 5.39 -3.53 0.041
H 4.81 -4.73 -3.05 0.091
H 1.69 5.41 -7.03 0.067
O 1.52 -1.08 -2.14 0.004
O 5.18 -3.01 2.53 -0.134
H -1.89 -0.92 4.05 0.009
C 3.29 4.43 -1.52 -0.186
H -4.99 3.98 -0.03 0.068
H -3.68 0.72 2.55 0.066
H -5.42 0.10 -1.10 0.068
H -3.41 4.29 0.27 0.021
H -6.86 1.08 2.61 0.077
N 1.70 0.19 -2.73 0.167
H 0.84 2.76 2.03 0.107
H -6.23 0.51 0.27 0.038
H -0.69 -0.59 -0.70 0.113
C -0.22 -1.57 1.05 -0.083
H -2.90 -6.41 0.33 0.076
O -3.24 -5.46 0.40 -0.121
O 4.97 -0.75 0.75 -0.123
H 1.30 -1.01 -5.62 0.055
C -2.45 -0.61 0.47 -0.228
H -3.91 5.28 2.63 0.084
H 0.67 -3.64 1.85 0.000
H 1.29 7.70 -4.74 0.099
H 3.61 -2.73 -3.65 0.013
C 2.04 -1.00 -0.86 -0.270
H -0.07 0.98 3.37 0.030
C 2.88 3.15 -0.93 -0.117
H -2.16 -3.19 -0.30 0.111
C 2.22 0.84 -1.76 -0.362
C -1.36 -2.58 -0.83 -0.101
O -2.76 -1.41 4.19 -0.136
H 0.42 -3.34 -1.68 0.121
H -4.22 1.22 0.93 0.080
C -1.20 -1.23 -0.06 -0.244
H 5.16 -2.67 1.58 0.028
H 3.87 -4.74 0.59 0.087
O 0.85 -4.26 2.63 -0.132
O -6.03 -0.25 -0.37 -0.121
H 0.05 0.13 4.76 0.106
O 2.39 5.18 -6.33 -0.148
H 4.31 -0.05 0.43 0.039
H 2.99 3.10 0.12 0.087
H 2.56 -1.97 1.05 0.142
H -1.62 -2.38 -1.90 0.140
H 4.00 -4.13 -1.76 0.012
H -2.16 -4.38 3.34 0.117
H -2.65 -4.96 1.06 0.017
H 0.61 -0.99 -4.13 0.011
N 2.52 0.18 -0.56 0.206
H -1.39 2.15 0.12 0.030
O -0.59 0.43 4.04 -0.123
O -4.05 3.89 -0.40 -0.129
H 2.61 -2.92 -0.50 0.116
O 0.92 1.77 2.23 -0.095
H -0.67 -2.03 1.91 0.101
O 4.63 -3.89 -2.52 -0.120
H 4.85 -2.27 3.14 0.068
H -3.09 6.11 1.48 0.083
H -2.60 2.14 6.06 0.063
H 3.08 -5.90 -0.26 0.108
H -1.37 2.73 -1.41 0.076
H -2.67 -2.33 3.78 -0.004
H 3.51 5.24 -0.83 0.091
H 1.20 1.31 1.38 0.060
C -0.08 -3.34 -0.69 -0.154
H -3.24 2.28 1.90 0.081
O 2.22 7.64 -5.12 -0.111
S 2.62 3.02 -3.53 1.036
H -2.23 1.03 4.92 0.016
H 5.71 -0.27 1.26 0.087
O 0.42 -1.10 -5.12 -0.136
H -0.26 -4.41 -0.51 0.116
O -2.56 -3.69 2.71 -0.102
C 2.56 2.26 -1.90 -0.420
C 3.18 4.54 -2.89 -0.377
O -2.65 1.93 5.07 -0.138
```

Values from the calculation:
HOMO level   -8.69 eV
E   -2747.1160 hartree
LUMO   -0.04 eV
Total charge   0

***

DFT (ωB97M-V/def2-TZVPD) results for the molecule C21H31N5O4 in a non-equilibrium geometry.

The geometry in XYZ format:
```
61
Properties=species:S:1:pos:R:3:lowdin_charge:R:1
O 2.59 -1.53 1.19 -0.022
H -1.65 4.36 0.49 0.088
H 4.67 -0.46 -3.49 0.128
H 0.14 -3.92 1.65 0.109
H 4.16 -3.49 3.35 0.076
H 3.22 -0.01 -4.46 0.124
O 3.50 1.60 -2.60 0.002
N 1.74 0.09 -0.16 -0.040
H 2.46 -2.46 -4.18 0.071
N -2.33 1.83 -0.68 0.180
H -4.50 0.35 -1.96 0.088
H -4.70 1.48 1.73 0.081
H -4.88 2.18 0.10 0.082
C -1.28 -3.18 3.10 -0.067
C -4.95 1.25 0.68 -0.043
C -0.53 3.36 -0.99 -0.339
C -4.44 -0.42 -1.18 -0.041
H -2.66 -2.15 4.43 0.106
C 2.85 0.72 -2.05 -0.653
O 2.81 -0.56 -2.49 -0.025
H -5.44 -0.85 -1.01 0.090
C -1.42 -0.91 1.53 -0.164
H 1.44 2.14 0.84 0.126
C -0.56 -1.96 1.16 -0.008
H 0.07 -1.83 0.28 0.116
C 2.95 -0.55 0.35 -0.500
H 4.68 -3.60 1.71 0.083
H -3.72 -1.20 -1.48 0.089
H 2.95 -3.85 2.10 0.069
H 4.09 -2.79 -3.53 0.072
C 3.49 -2.13 -4.16 -0.091
H 0.48 3.11 -1.35 0.146
C -1.49 3.74 -2.08 -0.072
H -1.22 -4.08 3.74 0.110
H 4.56 -1.34 1.82 0.112
C 3.64 -1.80 2.17 -0.205
O 4.09 -0.31 0.02 0.111
H -1.51 3.03 -2.91 0.091
H -5.97 0.84 0.61 0.090
C -2.21 -1.00 2.69 -0.045
C -1.47 0.30 0.70 -0.078
C -0.52 -3.10 1.93 -0.059
C 3.61 -0.70 -3.68 -0.243
H 3.90 -2.23 -5.18 0.072
C -4.00 0.19 0.15 -0.343
H 1.03 0.68 1.87 0.115
H -2.81 -0.13 2.97 0.117
H -2.51 3.83 -1.68 0.075
C 0.91 1.15 0.90 0.016
H 0.05 4.12 0.94 0.073
N -1.04 2.07 -0.49 0.017
N 1.98 1.05 -1.04 -0.048
C -0.47 1.18 0.38 -0.114
C -0.62 4.37 0.13 -0.031
H -3.92 -0.62 0.89 0.126
N -2.60 0.74 0.03 0.023
H -1.21 4.69 -2.51 0.088
H -0.39 5.38 -0.20 0.091
C -2.11 -2.12 3.49 -0.078
C 3.84 -3.27 2.34 -0.072
H 3.26 -1.31 3.08 0.126
```

Values from the calculation:
HOMO level   -5.41 eV
ΔE to the lowest compared entry with this formula, charge and spin   0.0111 eV
E   -1393.4026 hartree
LUMO   -0.16 eV
Total charge   0

***

DFT (ωB97M-V/def2-TZVPD) results for a structure of composition C31H47NO3P2SSc in a non-equilibrium geometry.

The geometry in XYZ format:
```
86
Properties=species:S:1:pos:R:3:lowdin_charge:R:1
H 4.15 -1.54 4.83 0.085
C 5.33 -0.11 1.50 -0.354
C -0.09 -4.49 2.24 -0.040
H -0.84 -0.64 -5.91 0.021
C 5.54 1.44 1.43 -0.174
C 3.81 1.57 -0.48 -0.266
S 0.62 -2.02 -1.44 0.711
H 3.19 -2.00 -3.01 -0.002
C 5.62 -0.88 0.20 -0.344
H -1.26 0.35 4.16 0.091
C -1.80 2.02 -1.36 -0.011
H 0.50 -1.81 -5.81 0.028
H -1.68 -1.76 3.06 0.072
H -1.69 -5.50 1.19 0.127
H 5.15 -2.40 3.64 0.087
H 1.56 -3.29 3.05 0.097
H 2.21 1.09 2.48 0.070
P 1.04 0.36 -4.83 0.835
C -0.82 -3.93 -0.01 -0.010
H -2.85 2.29 -1.57 0.101
H -1.45 1.40 -2.19 0.082
H 7.49 0.04 -0.24 0.111
O 1.12 -2.86 -2.50 -0.235
C -1.12 0.74 2.07 -0.192
H -1.45 -4.09 -0.88 0.138
H 6.60 1.93 -1.11 0.112
H -0.29 1.78 3.74 0.084
C 0.15 -2.94 -0.03 -0.202
H -2.85 -1.65 -0.88 0.067
H 6.89 -0.98 -1.53 0.122
H 2.37 0.46 4.13 0.067
C 0.24 -0.77 -6.04 -0.321
C -0.06 2.90 1.11 -0.056
C -1.96 -0.28 1.56 -0.204
C 4.44 2.26 0.72 -0.187
H 2.03 1.23 -6.90 0.035
H 0.72 2.90 0.33 0.073
H 0.82 2.35 -6.17 0.028
H 3.54 1.63 3.54 0.084
H 3.37 -2.69 3.70 0.056
H 0.44 2.98 2.09 0.061
C 3.36 -0.93 -3.24 -0.298
C 6.09 1.07 -1.56 -0.162
N 1.91 -1.33 -0.57 -0.039
C -0.55 0.76 3.44 -0.042
C -0.91 1.70 1.05 -0.209
O 3.08 -1.23 1.34 -0.205
H 5.63 1.83 2.46 0.110
H -0.65 3.82 0.97 0.092
C 1.97 -1.71 0.70 -0.273
C 1.00 -2.70 1.06 -0.123
H -3.39 -1.40 2.72 0.101
O -0.29 -0.94 -1.77 -0.244
C -2.34 0.09 0.25 -0.221
H 4.47 -0.75 -3.31 0.021
C -1.69 1.31 -0.08 -0.172
C 4.17 -1.93 3.81 -0.119
C 0.88 -3.49 2.22 0.016
H 6.13 -0.46 2.19 0.115
H 2.72 1.69 -0.57 0.113
H -4.23 -0.84 -0.11 0.090
C 2.71 -0.58 -4.54 -0.456
P 3.93 -0.60 2.65 1.038
H 6.46 0.98 -2.60 0.124
H -2.43 -2.35 1.57 0.065
H 3.40 0.04 -5.13 0.057
H 0.37 0.15 3.50 0.045
H 2.49 -1.52 -5.08 0.054
C 6.57 -0.22 -0.79 -0.199
C -3.27 -0.67 -0.62 -0.039
H -0.18 -5.13 3.12 0.122
H 4.16 1.39 -2.61 0.105
H -1.22 2.95 -1.34 0.081
H 3.66 2.54 1.44 0.085
H 5.84 -1.93 0.40 0.102
C -0.94 -4.71 1.15 -0.023
H 6.51 1.65 0.95 0.112
H 4.89 3.22 0.40 0.130
H 0.51 -0.51 -7.07 0.033
Sc 3.91 -0.50 -0.82 0.827
C -2.39 -1.50 2.26 -0.034
C 4.60 1.31 -1.61 -0.256
C 1.66 1.66 -5.97 -0.349
H 2.46 2.22 -5.46 0.027
C 2.94 0.77 3.24 -0.134
H -3.47 -0.12 -1.54 0.083
```

Values from the calculation:
HOMO level (alpha / beta)   -8.19 / -8.13 eV
ΔE to the lowest compared entry with this formula, charge and spin   10.9723 eV
E   -3331.0126 hartree
LUMO (alpha / beta)   -4.37 / -4.37 eV
Total charge   +1

***

DFT (ωB97M-V/def2-TZVPD) results for a structure of composition C43H55F4N3O2PPbS.

The geometry in XYZ format:
```
110
Properties=species:S:1:pos:R:3:lowdin_charge:R:1
C -0.05 -3.34 -1.84 -0.663
N 2.38 0.88 -0.29 -0.043
H -0.06 3.99 -5.12 0.127
H -5.04 1.36 2.20 0.083
H -0.85 -6.61 1.43 0.115
F -1.90 1.02 5.62 0.145
C -2.11 4.27 -1.82 -0.088
H 4.74 -4.29 0.47 0.127
H 2.09 2.79 6.56 0.163
H -2.46 -1.41 1.61 0.084
H -1.38 -2.81 -3.43 0.111
H -3.25 5.82 -0.87 0.124
C -1.38 -2.75 -2.34 -0.074
C -0.83 3.84 -2.15 -0.403
C -2.26 5.46 -1.12 -0.039
C 1.70 -2.39 1.90 -0.133
C 2.67 -3.83 0.21 -0.078
H -1.71 -4.87 2.94 0.110
C 0.79 3.35 -4.92 -0.066
H 1.02 -5.26 -2.04 0.084
H 0.17 -4.69 -3.47 0.110
H -2.45 -5.10 -0.65 0.081
H -0.74 -5.40 -2.14 0.082
H 2.59 -4.45 -0.67 0.107
H 0.47 3.16 1.02 0.076
H -4.21 -0.24 -2.44 0.101
C -0.28 -5.89 0.84 -0.044
C -2.92 -0.45 1.86 -0.218
C 0.11 -4.77 -2.38 -0.049
C 1.85 1.58 -3.63 -0.079
H 3.90 2.70 -6.08 0.122
C 0.78 2.42 -3.88 -0.402
H -2.97 -3.71 0.33 0.075
C 1.93 3.45 -5.70 -0.035
C 4.12 2.52 -0.43 -0.019
C -3.68 0.40 -1.73 -0.058
N -2.82 0.40 0.66 -0.261
C 2.79 2.15 -0.33 -0.155
C 3.89 -3.75 0.86 -0.032
H -3.03 -5.34 0.99 0.109
H -3.97 -0.68 2.08 0.139
C 1.46 2.31 5.83 0.152
C 1.12 1.42 3.63 -0.139
H -1.58 -3.16 2.56 0.065
C 0.30 4.59 -1.83 -0.079
H -2.70 0.64 -2.16 0.027
C -1.14 6.21 -0.78 -0.031
C -4.81 1.87 1.26 -0.039
H 1.79 0.86 -2.83 0.076
H -0.12 -4.12 2.88 0.085
H 0.72 -5.83 1.28 0.092
F -0.31 2.21 7.36 0.159
C -1.04 -4.56 0.94 -0.664
H 1.28 4.26 -2.15 0.116
H 0.99 -2.38 -3.44 0.112
F 1.60 1.16 2.40 0.032
H -2.97 3.70 -2.13 0.114
H -5.46 1.46 0.49 0.083
C -2.31 0.11 3.12 -0.188
H -2.73 2.22 1.67 0.104
Pb -0.22 0.30 0.30 1.494
H 2.02 2.91 -0.33 0.083
C 2.93 -2.30 2.53 -0.044
H 1.96 4.17 -6.51 0.125
C 2.98 1.70 -4.43 -0.049
H 0.99 -1.41 -1.97 0.043
C 5.08 1.53 -0.49 -0.019
H 4.39 3.57 -0.46 0.122
H -2.39 -0.66 3.90 0.145
P -0.06 -3.29 0.01 1.264
C -2.45 -4.67 0.36 -0.064
N -0.91 0.47 2.93 0.050
H 2.97 -1.10 -0.34 0.084
C 4.67 0.21 -0.46 -0.022
C -0.23 1.05 3.91 -0.152
C 1.56 -3.15 0.73 -0.383
C 3.02 2.62 -5.46 -0.039
H -0.84 3.21 0.22 0.051
H -5.08 2.91 1.38 0.095
H -2.88 0.96 3.50 0.130
H 1.00 6.39 -0.89 0.123
C -3.56 -0.32 -0.41 -0.244
H 3.83 1.05 -4.24 0.114
C 1.93 2.03 4.55 -0.199
H -1.26 7.14 -0.25 0.125
O -0.35 2.67 0.87 -0.112
S -0.72 2.26 -2.95 1.098
H 5.38 -0.61 -0.52 0.119
H -4.26 1.32 -1.65 0.079
H 6.13 1.78 -0.56 0.128
H -1.48 -1.70 -2.07 0.054
H 2.07 -2.81 -2.12 0.078
C 0.16 1.96 6.15 -0.192
H -4.55 -0.58 -0.04 0.129
F 3.17 2.36 4.21 0.136
C 4.03 -2.98 2.01 -0.026
H -2.25 -3.30 -1.99 0.076
H 4.98 -2.92 2.51 0.127
C -0.68 1.35 5.24 -0.107
H 0.85 -1.87 2.33 0.079
H 3.04 -1.71 3.43 0.120
C 1.08 -2.43 -2.35 -0.075
C -1.10 -4.13 2.41 -0.069
H -3.03 -1.27 -0.56 0.084
O -0.41 1.24 -1.83 -0.732
H -0.21 -6.27 -0.17 0.076
C 0.14 5.78 -1.13 -0.039
C 3.31 -0.07 -0.36 -0.136
H -3.14 2.34 -0.02 0.091
C -3.34 1.77 0.89 -0.240
```

Values from the calculation:
HOMO level (alpha / beta)   -15.97 / -16.05 eV
ΔE to the lowest compared entry with this formula, charge and spin   0.0000 eV
E   -3317.2029 hartree
LUMO (alpha / beta)   -10.37 / -9.31 eV
Total charge   +3

***

DFT (ωB97M-V/def2-TZVPD) results for the molecule C3H7N3O in a non-equilibrium geometry.

The geometry in XYZ format:
```
14
Properties=species:S:1:pos:R:3:lowdin_charge:R:1
N -1.35 -0.77 1.18 -0.018
H -1.44 -0.17 -0.74 0.141
C 0.44 0.17 0.03 -0.501
H 1.07 -0.10 1.73 0.040
N 1.41 0.29 0.86 0.154
N -0.83 -0.27 0.04 0.021
C -2.58 -1.20 1.12 -0.015
H -3.08 -1.33 0.18 0.061
H 2.80 0.59 -1.27 0.080
O 0.79 0.43 -1.28 -0.111
H 1.83 1.39 -2.67 0.101
H 1.91 2.12 -1.06 0.086
H -2.89 -1.51 2.10 0.058
C 1.94 1.17 -1.58 -0.098
```

Values from the calculation:
HOMO level   -9.08 eV
ΔE to the lowest compared entry with this formula, charge and spin   2.7270 eV
E   -357.9497 hartree
LUMO   0.82 eV
Total charge   0
SMILES   [H]/N=C(\NN=C)OC

***

DFT (ωB97M-V/def2-TZVPD) results for the molecule C6H5ClN2O2 in a non-equilibrium geometry.

The geometry in XYZ format:
```
16
Properties=species:S:1:pos:R:3:lowdin_charge:R:1
H -2.49 1.66 1.87 0.114
C 1.66 -0.40 -0.62 -0.316
H 2.74 -2.10 -0.51 0.173
H 0.28 -2.56 0.06 0.126
O 2.81 0.32 -0.49 -0.066
Cl 0.43 1.92 -2.25 0.745
O 0.82 -2.78 -0.82 -0.050
C -1.22 1.85 -0.14 -0.074
C -1.30 -0.01 1.35 -0.118
C 0.19 0.04 -0.27 -0.197
N 1.76 -1.73 -0.46 -0.021
C -0.28 1.25 -0.81 -0.650
N -0.37 -0.77 0.64 0.126
H -1.60 -0.58 2.14 0.074
H -1.65 2.63 -0.84 0.125
C -1.77 1.26 1.13 0.010
```

Values from the calculation:
HOMO level   -9.72 eV
ΔE to the lowest compared entry with this formula, charge and spin   3.9971 eV
E   -951.6743 hartree
LUMO   -0.63 eV
Total charge   0
SMILES   O=C(NO)c1ncccc1Cl

***

DFT (ωB97M-V/def2-TZVPD) results for a cluster of 2 separate species, CH4ClN2O in total in a non-equilibrium geometry.

The geometry in XYZ format:
```
9
Properties=species:S:1:pos:R:3:lowdin_charge:R:1
H 0.51 -1.57 -1.40 0.201
O -0.84 -1.21 2.35 0.198
N -0.10 -1.23 -0.54 -0.212
H 0.33 -0.37 -0.25 0.054
H -0.21 -1.88 0.28 0.123
H 0.01 1.70 1.30 0.122
N 0.00 0.70 1.36 0.189
C -0.43 -0.18 2.06 -0.400
Cl -1.77 -0.98 -1.09 0.726
```

Values from the calculation:
HOMO level   -15.98 eV
ΔE to the lowest compared entry with this formula, charge and spin   0.6167 eV
E   -685.1218 hartree
LUMO   -5.64 eV
Total charge   +1